Record 1
Computed, not measured: a structure of composition C23H28AsAuN3O2S, with ωB97M-V with the def2-TZVPD basis set.

```
59
Properties=species:S:1:pos:R:3:forces:R:3:mulliken_charge:R:1
Au -0.5244 -0.9576 -1.2235 0.2 -0.2 -0.8 0.411
N -1.5342 5.4376 -4.2662 0.0 0.0 0.0 -0.342
C -1.9565 4.1951 -4.5861 0.0 0.0 0.0 0.248
O -2.5405 3.8983 -5.5985 0.0 0.0 0.0 -0.529
C -1.6179 3.0736 -3.6126 0.0 0.0 0.0 0.717
C -2.3728 1.9130 -3.7260 0.0 0.0 0.0 -0.605
C -2.0617 0.8249 -2.9454 0.0 0.0 0.0 -0.314
N -1.0332 0.8382 -2.0679 -0.1 0.0 0.0 -0.477
C -0.2980 1.9584 -1.9591 0.0 0.0 0.0 0.238
C -0.5652 3.0892 -2.7037 0.0 0.0 0.0 -0.837
H -1.7875 6.1826 -4.8986 0.0 0.0 0.0 0.261
H -1.2662 5.6948 -3.3340 0.0 0.0 0.0 0.183
H -3.1734 1.8669 -4.4522 0.0 0.0 0.0 0.538
H -2.6185 -0.0982 -3.0297 0.0 0.0 0.0 0.467
H 0.5383 1.9234 -1.2732 0.0 0.0 0.0 0.282
H 0.0831 3.9487 -2.6006 0.0 0.0 0.0 0.485
C 2.3800 0.1802 2.9545 0.0 0.0 0.0 -1.103
S 1.1230 1.2404 2.2708 0.4 -0.3 -0.2 0.192
O 0.3017 0.1337 1.3378 -0.6 0.4 0.5 -0.201
C 1.9566 2.2360 1.1254 0.0 0.0 0.0 0.932
C 1.7221 3.6075 1.2492 0.0 0.0 0.0 -0.311
C 2.4202 4.4739 0.4219 0.0 0.0 0.0 -0.770
C 3.3139 3.9646 -0.5110 0.0 0.0 0.0 -0.537
C 3.5246 2.5894 -0.6349 0.0 0.0 0.0 -0.697
C 2.8532 1.7094 0.1896 0.0 0.0 0.0 -0.346
H 2.8838 -0.3620 2.1572 0.0 0.0 0.0 0.355
H 1.9064 -0.4936 3.6657 0.0 0.0 0.0 0.450
H 3.0762 0.8405 3.4755 0.0 0.0 0.0 0.468
H 1.0369 3.9924 1.9952 0.0 0.0 0.0 0.464
H 2.2776 5.5416 0.5168 0.0 0.0 0.0 0.480
H 3.8656 4.6444 -1.1475 0.0 0.0 0.0 0.482
H 4.2298 2.2139 -1.3639 0.0 0.0 0.0 0.461
H 3.0226 0.6433 0.1036 0.0 0.0 0.0 0.269
C -2.0599 1.7652 2.2369 0.1 0.0 -0.1 -1.226
As -1.4469 -0.0151 1.8894 -0.3 0.2 0.7 0.993
C -1.3008 -1.0561 3.4912 0.1 0.0 0.0 -1.192
C -2.8479 -0.7914 0.8448 0.2 -0.1 -0.2 -1.210
H -3.0122 1.6557 2.7609 0.0 0.0 0.0 0.465
H -2.2272 2.2775 1.2897 0.0 0.0 0.0 0.400
H -1.3751 2.3274 2.8636 0.0 0.0 0.1 0.470
H -2.2017 -1.6621 3.5817 0.0 0.0 0.0 0.472
H -1.2074 -0.4065 4.3609 0.0 0.0 0.0 0.414
H -0.4373 -1.7156 3.4169 0.0 0.0 0.0 0.374
H -3.6691 -0.7401 1.5699 0.0 0.0 0.0 0.521
H -2.6429 -1.8246 0.5803 0.0 0.0 0.0 0.428
H -3.0751 -0.1808 -0.0243 0.0 0.0 0.0 0.414
N -0.0926 -2.8189 -0.6218 0.0 0.1 0.3 -0.584
C 0.1490 -3.8894 -0.2758 0.0 -0.1 -0.1 0.524
C 0.4315 -5.2135 0.1513 0.0 0.0 -0.1 0.713
C -0.5938 -6.1675 0.1277 0.0 0.0 0.0 -0.391
C -0.3076 -7.4602 0.5199 0.0 0.0 0.0 -0.672
C 0.9809 -7.7943 0.9227 0.0 0.0 0.0 -0.355
C 1.9971 -6.8436 0.9375 0.0 0.0 0.0 -0.654
C 1.7325 -5.5457 0.5497 0.0 0.0 0.0 -0.365
H -1.5875 -5.8982 -0.2044 0.0 0.0 0.0 0.435
H -1.0840 -8.2121 0.5036 0.0 0.0 0.0 0.427
H 1.1986 -8.8110 1.2215 0.0 0.0 0.0 0.422
H 2.9963 -7.1218 1.2418 0.0 0.0 0.0 0.424
H 2.5177 -4.8018 0.5359 0.0 0.0 0.0 0.440
```
Forces are in eV/Å.

The largest force on an atom comes out at 0.89 eV/Å. As for the orbital gap: 0.2549 hartree. As for the energy above the lowest of the compared OMol25 structures with the same formula, charge and spin: 2.584 eV. Its charge is +3.


Record 2
Computed, not measured: a structure of composition C23H28BiGeO8P2SbSe4, with ωB97M-V with the def2-TZVPD basis set.

```
68
Properties=species:S:1:pos:R:3:forces:R:3:mulliken_charge:R:1
Bi 1.4781 0.4976 -1.4562 -0.1 0.0 0.0 1.049
C 5.1530 2.5372 2.5653 0.0 0.0 0.0 -1.874
C 3.9457 2.0629 1.7660 0.0 0.0 -0.1 1.175
O 2.9998 1.5032 2.6742 0.0 0.0 0.0 -0.698
P 4.5007 0.9065 0.4449 0.0 -0.1 -0.2 0.476
O 5.5304 1.7906 -0.3512 0.0 0.0 0.0 -0.590
O 5.3418 -0.2670 1.0345 0.1 -0.1 -0.1 -0.559
O 3.4005 0.3713 -0.4221 -0.1 0.2 0.3 0.119
P 3.0505 3.4293 0.8653 -0.1 0.0 0.0 0.608
O 3.0861 4.6782 1.9079 0.1 0.0 0.0 -0.611
O 3.8463 3.8080 -0.3403 0.1 0.0 0.0 -0.890
O 1.6392 2.9237 0.7961 0.0 0.0 0.0 -0.354
H 5.6942 1.6859 2.9806 0.0 0.0 0.0 0.440
H 4.7913 3.1625 3.3811 0.0 0.0 0.0 0.427
H 5.8326 3.1189 1.9454 0.0 0.0 0.0 0.346
H 2.1395 1.6513 2.2376 0.0 0.0 0.0 0.328
H 5.0599 2.6515 -0.5613 0.0 0.0 0.0 0.426
H 4.9811 -1.1362 0.7211 -0.1 -0.1 0.1 0.070
H 2.2532 4.6767 2.3896 -0.1 0.0 0.1 0.321
C 0.4458 -1.0657 1.3427 0.0 0.0 0.0 0.568
C 1.6441 -1.9245 1.7646 -0.2 -0.1 0.0 -0.764
O 2.8196 -1.1971 2.0412 0.2 0.1 0.1 -0.318
H -0.4315 -1.5793 1.7495 0.0 0.1 0.0 0.000
H 0.3377 -1.8907 -0.6306 0.1 0.0 -0.1 -0.482
H 0.4830 -0.0967 1.8583 0.0 0.0 0.0 0.075
H 1.9065 -2.6363 0.9832 0.0 0.0 0.0 -0.005
H 1.3572 -2.5135 2.6454 0.0 0.0 0.1 0.269
H 2.6513 -0.5371 2.7262 0.0 0.0 -0.2 0.331
C 0.2171 -0.9018 -0.1728 0.2 0.0 0.1 0.254
Ge -1.6545 -0.4434 -0.5457 -0.2 -0.2 -0.1 1.866
C -2.8069 -1.3031 0.7902 0.1 0.0 0.1 -0.223
C -3.6647 -0.6003 1.6298 0.0 0.0 0.0 -0.436
C -4.4512 -1.2660 2.5636 0.0 0.0 0.0 -0.548
C -4.3812 -2.6467 2.6697 0.0 0.0 0.0 -0.439
C -3.5253 -3.3604 1.8394 0.0 0.0 0.0 -0.637
C -2.7458 -2.6933 0.9070 0.0 0.0 0.0 -0.081
C -2.0005 1.4903 -0.5150 0.0 0.0 0.0 -0.218
C -2.6509 2.1243 -1.5747 0.0 0.0 0.0 -0.377
C -2.8868 3.4922 -1.5550 0.0 0.0 0.0 -0.654
C -2.4704 4.2533 -0.4721 0.0 0.0 0.0 -0.480
C -1.8113 3.6416 0.5835 0.0 0.0 0.0 -0.639
C -1.5803 2.2745 0.5587 0.1 0.0 0.0 0.041
C -2.2956 -1.1454 -2.2548 0.0 0.1 0.0 -0.045
C -1.4542 -1.7397 -3.1902 0.1 0.0 0.1 -0.322
C -1.9618 -2.2423 -4.3829 0.0 0.0 0.0 -0.817
C -3.3188 -2.1622 -4.6512 0.0 0.0 0.0 -0.368
C -4.1752 -1.5893 -3.7175 0.0 0.0 0.0 -0.714
C -3.6646 -1.0908 -2.5288 0.0 0.0 0.0 -0.324
H -3.7243 0.4805 1.5561 0.0 0.0 0.0 0.324
H -5.1144 -0.7042 3.2110 0.0 0.0 0.0 0.377
H -4.9871 -3.1671 3.4015 0.0 0.0 0.0 0.344
H -3.4571 -4.4379 1.9230 0.0 0.0 0.0 0.424
H -2.0674 -3.2606 0.2753 0.0 0.0 0.0 0.352
H -2.9703 1.5447 -2.4330 0.0 0.0 0.0 0.347
H -3.3860 3.9650 -2.3924 0.0 0.0 0.0 0.380
H -2.6414 5.3230 -0.4603 0.0 0.0 0.0 0.356
H -1.4518 4.2313 1.4172 0.0 0.0 0.0 0.392
H -1.0369 1.8221 1.3804 0.0 0.0 0.0 0.116
H -0.3940 -1.8553 -2.9915 -0.1 0.0 0.0 0.172
H -1.2877 -2.7111 -5.0880 0.0 0.0 0.0 0.449
H -3.7147 -2.5603 -5.5782 0.0 0.0 0.0 0.356
H -5.2404 -1.5410 -3.9120 0.0 0.0 0.0 0.370
H -4.3443 -0.6621 -1.7983 0.0 0.0 0.0 0.424
Se 4.2439 -3.3985 -0.3483 0.0 0.1 -0.1 -0.594
Sb 2.6592 -3.6258 -2.1971 0.1 0.0 0.1 0.731
Se 0.4213 -4.3695 -1.5669 0.1 -0.1 0.1 -0.630
Se 3.5756 -4.5926 -4.2076 0.0 0.0 0.0 -0.731
Se 2.2630 -1.1831 -3.2308 0.1 0.1 -0.1 -0.681
```
Forces are in eV/Å.

The largest force on an atom comes out at 0.37 eV/Å. As for the orbital gap: 0.2121 hartree. As for the energy above the lowest of the compared OMol25 structures with the same formula, charge and spin: 0.000 eV. Its charge is -2.


Record 3
Computed, not measured: a structure of composition C23H28CdF9O3, with ωB97M-V with the def2-TZVPD basis set.

```
64
Properties=species:S:1:pos:R:3:forces:R:3:mulliken_charge:R:1
O 0.5500 0.3242 -7.9661 -0.1 0.2 -1.0 -0.384
C 0.3646 1.6148 -8.5883 -0.1 0.4 -0.1 -0.437
C 0.1157 1.0425 -9.9981 0.2 -0.6 1.2 -0.854
H 1.2652 2.2343 -8.5305 -0.2 0.0 0.3 0.291
H -0.5059 2.1339 -8.1754 0.2 0.1 0.1 0.257
C 0.3412 -0.3219 -9.2605 -0.2 -0.1 -0.8 1.589
H 0.8847 1.2930 -10.7286 -0.2 0.0 -0.1 0.304
H -0.8994 1.1869 -10.3680 0.2 0.0 -0.1 0.300
C 1.5750 -1.0684 -9.7350 0.1 -0.1 0.2 -1.642
H 2.4545 -0.4140 -9.7647 -0.2 -0.1 0.1 0.376
H 1.4210 -1.4766 -10.7401 -0.1 0.1 0.1 0.380
H 1.7781 -1.9120 -9.0660 0.1 0.1 0.0 0.368
C -0.8819 -1.2174 -9.2384 0.0 -0.1 0.2 -1.684
H -1.7708 -0.6639 -8.9127 0.2 -0.1 0.0 0.368
H -0.7112 -2.0569 -8.5551 -0.1 0.1 0.0 0.370
H -1.0804 -1.6325 -10.2315 0.1 0.1 0.0 0.398
Cd 0.1172 0.1830 -0.0577 0.0 0.2 1.0 1.670
C -2.1464 -0.4770 1.2470 -0.3 0.7 -0.2 0.246
C -1.8011 0.8990 1.3867 -1.7 1.3 -0.2 -0.403
C -1.8354 1.5420 0.1206 -0.5 -1.1 0.0 -1.467
H -1.6825 1.5614 2.2503 0.0 -1.0 -0.8 0.415
C -2.2342 0.5316 -0.8283 -0.6 -1.0 0.0 -0.576
C -2.3864 -0.7294 -0.1171 -0.4 2.1 -0.4 -1.127
H -2.6378 -1.6826 -0.5505 0.0 -0.1 -0.1 0.439
H -2.0612 -1.2374 2.0167 -0.2 0.4 -0.4 0.473
H -1.6955 2.6069 -0.0123 -0.2 0.0 -0.2 0.481
H -2.5468 0.7277 -1.8507 0.3 -0.2 0.0 0.532
C 1.2005 -1.5799 1.5087 1.0 -2.3 -0.6 -0.080
C 0.3716 -2.3519 0.6373 2.1 0.8 0.3 -1.167
C 0.8649 -2.1501 -0.6815 1.4 0.8 0.2 -0.606
H -0.4762 -2.9236 0.9738 0.0 -0.2 -0.2 0.484
C 1.9992 -1.2071 -0.6144 -1.3 -1.5 -0.1 -1.011
C 2.1638 -0.8296 0.7527 -0.8 -1.4 0.4 -1.194
H 2.9027 -0.1856 1.1960 0.2 0.0 -0.1 0.491
H 1.2847 -1.8281 2.5666 -0.2 0.7 -1.2 1.270
H 0.5310 -2.6756 -1.5573 -0.1 0.1 -0.3 0.536
H 2.6727 -0.9491 -1.4160 -0.2 0.2 -0.2 0.440
O 0.3873 0.6139 -2.2478 0.1 0.8 -0.8 0.316
C -0.0532 -0.3035 -3.3012 0.6 0.4 0.9 -0.668
C -0.3498 0.6176 -4.4609 -0.5 0.6 0.2 -0.417
H -0.9061 -0.9061 -2.9242 0.4 0.5 -0.2 0.277
H 0.8070 -0.9658 -3.4590 -0.2 0.0 -0.2 0.320
C 0.5593 1.8464 -4.1951 0.4 -0.5 -0.2 -0.651
H -1.4032 0.9404 -4.3742 0.3 -0.1 -0.3 0.255
H -0.1702 0.1369 -5.4218 -0.1 0.2 -0.1 0.232
C 0.5199 2.0094 -2.6954 -0.7 -1.4 0.5 -0.540
H 0.2441 2.7518 -4.7051 0.0 0.0 -0.3 0.384
H 1.5868 1.5708 -4.4735 -0.2 0.3 -0.2 0.266
H -0.3727 2.5663 -2.3451 0.4 -0.2 -0.1 0.267
H 1.4280 2.3945 -2.1944 -0.4 -0.1 -0.5 0.261
F -0.3886 2.4067 3.9803 -0.5 -0.4 1.1 -0.245
C -0.8203 1.2117 4.4643 0.3 -0.8 -0.9 0.296
F -0.6695 1.1386 5.8104 -0.6 0.9 -0.4 -0.289
F -2.1433 1.1371 4.1498 0.9 0.4 1.2 -0.216
C 0.0337 0.0569 3.7624 1.4 0.5 -2.4 0.317
O 0.0444 0.1426 2.4413 -0.4 0.2 2.2 -0.589
C 1.6084 0.4130 4.0596 -1.5 -0.8 -0.7 0.609
F 1.8118 0.6185 5.3607 1.2 0.4 0.2 -0.278
F 2.4678 -0.5683 3.6191 -0.6 1.3 1.2 -0.290
F 1.9106 1.5341 3.3246 0.3 -1.2 1.4 -0.238
C -0.5771 -1.3333 4.3063 0.6 0.7 -1.1 0.593
F -0.1850 -1.4586 5.5883 -0.7 -0.9 0.0 -0.289
F -1.9395 -1.2832 4.1735 1.2 -0.5 1.0 -0.256
F -0.2172 -2.4686 3.6136 -0.5 1.2 1.5 -0.274
```
Forces are in eV/Å.

The largest force on an atom comes out at 2.83 eV/Å. As for the orbital gap: 0.1691 hartree. As for the energy above the lowest of the compared OMol25 structures with the same formula, charge and spin: 2.795 eV. Its charge is -1.


Record 4
Computed, not measured: a structure of composition C23H28F4N8SSr, with ωB97M-V with the def2-TZVPD basis set.

```
65
Properties=species:S:1:pos:R:3:forces:R:3:mulliken_charge:R:1
Sr 0.1149 -0.1027 0.1222 1.0 0.5 1.1 1.731
C 3.7817 1.3660 4.8868 0.0 -0.1 0.1 -0.805
C 3.7358 2.4982 3.8718 0.0 0.2 -0.1 -0.654
N 2.3984 2.8303 3.4229 0.1 0.0 0.0 -0.144
C 1.6698 2.1983 2.4677 -0.1 -0.1 0.2 0.205
S 2.4383 0.9202 1.5607 -0.2 0.4 0.3 -0.511
N 0.4387 2.7000 2.3880 0.2 -0.6 -0.5 -1.187
N -0.4339 2.0160 1.5749 0.2 0.7 0.4 0.533
C -1.5241 2.6546 1.3140 -0.4 -0.4 -0.2 0.442
C -1.7836 4.0697 1.7255 -0.1 0.1 0.1 -1.565
C -2.6269 1.9163 0.6110 0.4 0.1 0.2 0.389
C -3.8726 2.5131 0.4575 -0.2 0.0 -0.1 -0.734
C -4.8983 1.8051 -0.1476 -0.1 0.1 0.0 -0.470
C -4.6655 0.5189 -0.5929 0.1 -0.1 0.0 -1.108
C -3.3946 -0.0045 -0.4166 0.2 0.1 0.1 -0.289
N -2.4006 0.6654 0.1691 -0.2 0.1 0.1 0.395
H 4.8110 1.1721 5.1996 0.0 0.0 0.0 0.360
H 3.3765 0.4516 4.4519 0.0 0.0 0.0 0.110
H 3.1977 1.6116 5.7768 0.0 0.0 0.0 0.297
H 4.3418 2.2549 3.0006 0.0 -0.1 0.0 0.287
H 4.1518 3.4098 4.3065 0.0 0.0 0.0 0.391
H 1.8674 3.5098 3.9445 0.0 0.0 0.0 0.285
H -0.8632 4.5270 2.0665 0.0 0.0 0.0 0.404
H -2.5089 4.1239 2.5438 0.0 0.0 0.0 0.325
H -2.1949 4.6427 0.8917 0.1 0.0 0.0 0.397
H -4.0435 3.5176 0.8131 0.0 0.0 0.0 0.342
H -5.8744 2.2588 -0.2663 0.0 0.0 0.0 0.411
H -5.4347 -0.0715 -1.0708 0.0 0.0 0.0 0.457
H -3.1444 -1.0017 -0.7634 0.0 0.0 0.0 0.404
C 1.6470 -2.6547 2.0191 -0.1 0.0 0.0 -1.222
N 0.3917 -2.5113 1.2787 0.0 -0.2 -0.4 0.621
C -0.7371 -2.8891 2.1249 0.0 0.0 0.0 -1.176
C 0.4560 -3.3519 0.0584 -0.1 0.1 0.1 -0.946
C -0.6836 -3.1406 -0.9407 0.0 0.2 -0.1 -1.578
N -0.7158 -1.7370 -1.3437 -0.6 -0.7 -1.0 1.272
C -1.1518 -1.3336 -2.5597 0.2 -0.2 0.5 -0.800
C -0.9600 0.0216 -2.9477 0.0 -0.2 -0.1 0.030
F -0.3456 0.8665 -2.0545 -0.2 0.1 -0.4 -0.414
C -1.3079 0.5413 -4.1671 0.0 0.0 0.1 0.210
F -1.0330 1.8332 -4.4070 0.0 0.1 -0.1 -0.317
C -1.9254 -0.2324 -5.1332 0.0 0.1 -0.1 -0.606
C -2.1643 -1.5442 -4.7835 0.0 -0.2 0.1 0.228
F -2.7800 -2.3601 -5.6563 0.0 0.0 -0.1 -0.329
C -1.8126 -2.0781 -3.5582 0.0 0.0 -0.2 0.719
F -2.1484 -3.3664 -3.3137 0.0 -0.1 0.0 -0.375
H 1.8307 -3.7082 2.2746 0.0 0.0 0.0 0.332
H 1.6082 -2.0639 2.9329 0.0 0.0 0.0 0.348
H 2.4784 -2.2825 1.4208 0.0 0.0 0.0 0.297
H -0.7526 -2.2615 3.0166 0.0 0.0 0.0 0.352
H -0.6686 -3.9408 2.4406 0.0 0.0 0.0 0.336
H -1.6806 -2.7510 1.5955 0.0 0.0 0.0 0.241
H 0.4974 -4.4159 0.3397 0.0 0.0 0.0 0.412
H 1.3963 -3.1073 -0.4433 0.0 0.0 0.0 0.373
H -1.6318 -3.4746 -0.4965 0.0 0.0 0.0 0.386
H -0.5008 -3.8312 -1.7680 0.1 0.0 0.0 0.439
H -2.2091 0.1655 -6.0958 0.0 0.0 0.0 0.509
N 3.8678 0.2108 -2.9146 0.0 -0.1 0.0 -0.044
C 3.2841 -0.8678 -3.5446 0.1 0.2 0.0 -0.789
C 2.2929 -1.2750 -2.7106 -0.1 0.1 0.2 -0.433
N 2.2622 -0.4755 -1.5797 0.1 -0.1 -0.2 0.468
C 3.2254 0.4019 -1.7413 -0.1 -0.1 0.0 -0.640
H 4.6323 0.7636 -3.2573 0.0 0.0 0.0 0.198
H 3.6135 -1.2249 -4.5041 0.0 0.0 0.0 0.423
H 1.5837 -2.0743 -2.8543 0.0 0.0 0.0 0.342
H 3.4819 1.1779 -1.0359 0.0 0.0 0.0 0.436
```
Forces are in eV/Å.

The largest force on an atom comes out at 1.55 eV/Å. As for the orbital gap: 0.2640 hartree. As for the energy above the lowest of the compared OMol25 structures with the same formula, charge and spin: 0.291 eV.


What is the orbital gap in the third record? 0.1691 hartree